[1]
A cluster of 8 separate species, C14H42NO17 in total at a distorted geometry, computed with ωB97M-V/def2-TZVPD.

Computed properties:
- Orbital gap: 6.650 eV
- Energy relative to the best compared isomer or geometry (same formula, charge and spin): 437.0 kJ/mol
- Charge: -1
- Lowest unoccupied orbital energy: 2.1 eV

Geometry as XYZ:
```
74
Properties=species:S:1:pos:R:3:forces:R:3:mulliken_charge:R:1
N -0.9530 -0.1618 -0.9841 2.8 1.3 1.6 0.986
O -1.9587 0.4940 -0.8756 -2.4 2.0 -0.5 -0.655
O -0.9862 -1.3539 -0.8465 -0.4 -3.8 -0.3 -0.648
O 0.1870 0.3898 -1.0410 -0.1 0.6 -0.7 -0.683
C -5.4746 -6.1310 -1.9952 -1.8 -0.9 -0.7 -0.324
C -4.5955 -6.2581 -3.2098 0.8 -1.5 0.6 -0.463
O -3.2199 -6.3487 -2.7964 -0.2 0.7 -0.6 -0.490
O -5.5476 -4.8482 -1.4576 0.3 0.6 0.0 -0.474
H -5.3510 -6.8675 -1.2011 0.9 -0.2 -0.1 0.252
H -6.4726 -6.3840 -2.3531 -0.4 0.3 -0.1 0.275
H -4.8808 -5.5456 -3.9838 0.6 0.7 0.2 0.254
H -4.7266 -7.2093 -3.7255 -0.4 -0.3 0.3 0.310
H -2.9416 -5.4930 -2.4618 0.3 0.2 0.0 0.335
H -4.6420 -4.5413 -1.3725 0.0 0.4 0.3 0.324
C 1.5582 -0.7779 6.6564 -0.5 -2.3 -0.4 -0.379
C 1.2167 0.0054 5.4109 -0.5 -0.1 0.6 -0.331
O 2.3259 0.5975 4.7113 -1.0 -0.5 0.9 -0.524
O 2.1820 -0.1095 7.6617 1.8 2.3 1.3 -0.532
H 2.1145 -1.6748 6.3841 0.4 -0.2 -0.2 0.267
H 0.6545 -1.1573 7.1334 -0.8 -0.2 -0.9 0.293
H 0.4285 0.6578 5.7868 0.3 1.2 -0.5 0.230
H 0.6456 -0.6824 4.7874 0.3 -0.2 -0.3 0.314
H 2.1054 0.5393 3.7788 0.1 0.1 -0.1 0.343
H 2.0396 -0.4827 8.5347 -0.2 -0.2 -0.4 0.319
C 4.9266 8.1093 -1.8702 -0.2 -0.7 1.8 -0.314
C 3.9993 6.9142 -1.5241 0.5 -0.7 -0.5 -0.443
O 4.6671 5.6779 -1.7733 0.8 0.1 -0.1 -0.536
O 6.0027 8.2274 -0.8754 -0.9 -0.5 -0.9 -0.523
H 4.2957 8.9942 -1.7868 0.0 0.2 -0.3 0.314
H 5.3142 7.9672 -2.8790 0.1 0.1 0.0 0.253
H 3.1377 6.8880 -2.1913 -0.2 0.8 -0.1 0.311
H 3.6271 6.8641 -0.5008 0.2 0.8 0.2 0.334
H 4.0588 4.9525 -1.6142 -0.1 0.0 0.0 0.312
H 6.3367 9.1274 -0.8793 -0.1 0.0 -0.2 0.293
C -2.2493 4.4296 -6.2480 2.0 -0.9 -2.0 -0.485
C -0.7462 4.6405 -6.4440 -1.6 0.3 1.1 -0.297
O -0.4802 4.4955 -7.8143 0.9 -0.1 0.2 -0.496
O -2.6192 4.7226 -4.9814 -0.9 0.6 2.0 -0.524
H -2.3711 3.3664 -6.4551 -0.8 0.0 -0.6 0.281
H -2.6779 5.1003 -6.9927 -0.7 -0.3 0.1 0.313
H -0.2397 3.9235 -5.7979 0.4 -0.1 -0.2 0.305
H -0.6072 5.6386 -6.0286 0.7 0.3 -0.3 0.243
H 0.4377 4.2148 -7.7961 0.1 0.0 -0.8 0.318
H -2.4555 3.9335 -4.4598 -0.1 0.1 0.4 0.342
C -6.4838 5.0857 3.8819 0.8 0.1 -0.8 -0.290
C -6.3959 6.0258 5.0461 -0.6 0.7 -1.0 -0.471
O -6.4874 5.3557 6.2450 0.2 -0.6 1.4 -0.520
O -5.2259 4.3965 3.8250 -0.3 -0.2 0.7 -0.522
H -6.5990 5.6110 2.9339 -0.3 0.3 0.0 0.320
H -7.3673 4.4703 4.0514 0.2 -0.6 -0.1 0.246
H -7.2775 6.6668 5.0400 0.0 0.3 -0.2 0.308
H -5.4995 6.6366 4.9397 0.2 0.1 0.2 0.305
H -5.7338 4.7671 6.3306 0.1 -0.1 0.0 0.325
H -5.0203 4.0202 2.9661 -0.4 0.0 -0.1 0.299
C 0.1741 -7.7686 3.0462 0.5 0.4 0.2 -0.479
C 1.3703 -7.9369 2.0945 -1.4 -0.6 -0.9 -0.270
O 1.3676 -9.3034 1.5375 0.3 1.3 0.8 -0.522
O 0.5514 -8.0936 4.3787 -0.3 -0.1 0.2 -0.530
H -0.7467 -8.2705 2.7492 0.3 -0.7 -0.4 0.302
H -0.1986 -6.7449 3.0807 0.7 0.4 0.0 0.302
H 2.3166 -7.6786 2.5699 -0.1 -0.3 0.4 0.276
H 1.2644 -7.2678 1.2406 -0.2 0.2 0.0 0.320
H 1.9764 -9.2139 0.8005 0.0 -0.5 -0.2 0.295
H 0.4600 -9.0398 4.5131 0.0 -0.1 -0.1 0.307
C 6.3001 -2.4271 -2.0881 -0.4 -1.8 0.4 -0.198
C 5.3610 -2.9448 -3.1962 1.7 -0.8 0.6 -0.429
O 4.7887 -1.8654 -3.8132 -1.3 1.3 -0.6 -0.524
O 6.8200 -3.6173 -1.3556 -0.4 1.5 -0.9 -0.528
H 5.6144 -1.8573 -1.4610 0.3 0.1 0.4 0.248
H 7.0847 -1.7676 -2.4590 0.1 -0.2 0.0 0.259
H 4.6809 -3.6391 -2.7027 -0.3 0.0 -0.2 0.285
H 5.8684 -3.4641 -4.0092 0.4 -0.4 0.4 0.257
H 3.9726 -1.6441 -3.3587 -0.1 0.3 0.0 0.336
H 6.9991 -3.3348 -0.4558 0.0 0.0 0.0 0.294
```
Positions in Å, forces in eV/Å.

***

[2]
A cluster of 7 separate species, C14H42O14 in total at a distorted geometry, computed with ωB97M-V/def2-TZVPD.

Computed properties:
- Orbital gap: 9.291 eV
- SMILES: OCCO.OCCO.OCCO.OCCO.OCCO.OCCO.OCCO
- Energy relative to the best compared isomer or geometry (same formula, charge and spin): 1139.1 kJ/mol
- Charge: 0
- Lowest unoccupied orbital energy: 0.1 eV

Geometry as XYZ:
```
70
Properties=species:S:1:pos:R:3:forces:R:3:mulliken_charge:R:1
O 37.7740 5.4080 11.6050 -6.7 4.8 -2.2 -0.583
C 38.0420 5.7080 12.8750 5.9 -2.4 0.7 -0.152
C 37.7450 4.4930 13.7240 -0.1 1.0 1.8 -0.306
O 38.0850 4.5640 15.0870 -12.8 -3.9 -3.8 -0.492
H 38.2390 4.7100 11.3330 3.2 -4.3 -1.4 0.297
H 39.1960 5.9430 12.5930 -1.0 -0.8 2.7 -0.119
H 37.8570 6.5280 13.4540 -2.2 3.1 0.1 0.540
H 38.2150 3.7100 13.2880 2.0 -2.7 -1.4 0.269
H 36.7190 4.1080 13.7460 -0.3 1.1 -0.3 0.335
H 38.7880 4.8030 15.4110 12.2 4.1 3.9 0.280
O 42.4680 0.8060 17.1060 -0.2 -3.4 -0.3 -0.525
C 41.7780 1.9280 17.5360 -1.6 -0.4 -1.5 -0.557
C 42.4170 3.1250 16.9190 2.1 0.0 -0.1 0.102
O 41.7930 4.2500 17.5010 -1.3 0.6 -4.8 -0.531
H 42.2800 -0.0520 17.6320 0.2 2.5 -1.2 0.309
H 40.6300 2.0000 17.4570 1.5 -0.5 -0.5 0.266
H 41.9850 1.9400 18.5280 0.2 0.9 3.5 0.380
H 42.4860 3.1300 15.7900 -1.0 0.3 1.1 -0.092
H 43.5000 3.1900 17.1770 -0.5 -0.5 0.0 0.296
H 41.9590 4.3070 18.3830 0.8 0.2 3.8 0.306
O 40.9190 5.3830 15.0730 1.6 -2.4 2.4 -0.598
C 40.9690 6.7990 15.2560 0.6 -2.6 7.3 -0.476
C 42.3360 7.2700 15.8320 -0.5 3.2 -0.2 0.099
O 42.4610 8.7440 15.5370 -0.9 -0.7 2.1 -0.606
H 41.3350 4.8190 15.9170 -1.8 2.9 -2.7 0.242
H 40.6670 7.1980 14.4120 -0.9 2.2 -4.3 0.683
H 40.1640 7.0490 16.0810 1.4 -0.1 -1.6 0.183
H 43.2200 6.9530 15.3370 0.5 -1.6 -0.3 -0.153
H 42.4370 7.1890 16.9810 -0.3 0.0 -2.0 0.194
H 42.7550 8.9920 14.6680 0.2 -0.7 -0.7 0.299
O 47.0660 2.3460 12.8720 2.6 -2.2 2.1 -0.525
C 46.7670 0.9500 12.8550 -5.5 3.1 -5.7 -0.573
C 45.3750 0.7010 13.4700 -0.4 -1.1 -3.6 0.000
O 45.1640 -0.6760 13.6770 -0.9 -1.3 -0.7 -0.588
H 46.4460 2.8520 12.4080 -1.9 1.0 -1.4 0.366
H 46.6120 0.6290 11.6500 0.0 0.9 2.5 0.176
H 47.4990 0.2890 12.9470 3.6 -2.2 2.2 0.644
H 44.5280 1.1070 12.7780 1.6 -0.3 1.1 0.039
H 45.2750 1.1300 14.3790 -0.1 1.8 3.0 0.260
H 44.4590 -1.0090 13.0780 0.9 0.4 0.7 0.335
O 46.4340 8.7950 12.4050 2.7 0.5 0.0 -0.548
C 46.3580 7.3810 12.4470 -4.6 0.7 1.2 -0.521
C 46.4490 6.7900 13.8930 1.3 -0.2 -1.9 -0.087
O 46.3410 5.3840 13.6040 -1.1 4.4 -9.3 -0.393
H 47.4370 9.0690 12.4600 -3.0 -0.9 -0.2 0.351
H 45.2750 7.0010 11.9700 2.3 1.5 1.5 -0.008
H 46.9790 6.9350 11.7370 1.8 -0.9 -0.5 0.434
H 45.7820 7.0050 14.7320 -0.8 0.8 -0.8 0.196
H 47.4420 6.9810 14.3380 0.0 0.1 -0.4 0.380
H 46.4470 5.1570 14.3870 1.5 -5.3 10.9 0.178
O 40.0200 3.3710 10.9510 -0.4 0.0 1.4 -0.366
C 40.0790 2.9400 9.5940 3.8 -1.3 4.3 -0.476
C 41.4600 2.4200 9.2690 2.8 1.8 4.1 0.132
O 41.6870 2.1370 8.0040 0.4 -1.3 -5.6 -0.569
H 40.7900 3.8070 11.3900 -0.2 -0.3 -0.9 0.396
H 39.3000 2.3000 9.5210 -2.2 -2.4 -0.7 0.496
H 39.9700 3.7450 9.0710 -1.1 4.7 -3.8 0.328
H 41.7570 1.5110 9.9990 -0.5 2.1 -1.5 0.160
H 42.2670 3.3490 9.2620 -2.0 -1.8 2.5 -0.135
H 42.1040 2.9180 7.5760 -0.7 -1.4 0.2 0.358
O 45.3090 4.2430 11.5010 3.3 2.1 0.5 -0.702
C 43.9360 4.5860 11.3590 0.6 -1.2 3.0 -0.747
C 43.2210 4.6000 12.7820 -1.9 -5.8 -5.9 0.236
O 41.8630 4.7720 12.6160 0.4 0.4 -3.5 -0.614
H 46.0420 5.0040 11.8040 -3.7 -2.9 -1.0 0.276
H 43.8320 5.5560 10.9430 -0.6 0.6 -1.0 0.478
H 43.5580 3.7090 10.8940 -0.7 0.0 -1.3 0.022
H 43.7120 5.2890 13.1660 3.8 6.7 4.7 0.291
H 43.3690 3.6650 13.2620 0.8 -1.0 0.5 0.107
H 41.5410 4.8390 13.4640 -2.1 0.5 3.4 0.324
```
Positions in Å, forces in eV/Å.

***

[3]
A structure of composition C14H42O7S7Sn at a distorted geometry, computed with ωB97M-V/def2-TZVPD.

Computed properties:
- Orbital gap: 2.381 eV
- Energy relative to the best compared isomer or geometry (same formula, charge and spin): 721.0 kJ/mol
- Charge: +2
- Lowest unoccupied orbital energy: -10.4 eV

Geometry as XYZ:
```
71
Properties=species:S:1:pos:R:3:forces:R:3:mulliken_charge:R:1
Sn 0.7007 0.6001 -0.1229 -0.3 -0.2 0.0 1.590
C -2.7095 -1.6150 5.4915 0.2 0.5 -0.1 -0.893
S -1.4163 -0.3423 5.9049 -0.9 0.9 -1.1 0.497
O -1.0065 0.2509 4.5659 -0.1 -0.5 0.9 -0.590
C -2.5342 0.9604 6.6475 -0.8 -0.6 -0.1 -0.897
H -3.0746 -2.0300 6.4310 -0.1 0.0 -0.2 0.359
H -2.3110 -2.3884 4.8349 0.7 0.0 0.5 0.311
H -3.4954 -1.2053 4.8570 -0.2 0.6 0.5 0.313
H -3.1724 1.3211 5.8408 0.3 0.0 -0.2 0.304
H -2.0924 1.8069 7.1731 0.8 -0.3 -0.4 0.318
H -3.2246 0.5436 7.3808 0.1 -0.5 0.0 0.344
C -3.6970 -5.4209 -2.0761 0.0 0.0 0.6 -0.888
S -2.0602 -5.0482 -1.2847 -1.1 -0.5 2.0 0.539
O -2.1558 -3.7174 -0.5825 0.1 -0.1 -0.8 -0.588
C -2.1725 -6.2256 0.2002 0.0 -0.5 -0.8 -0.901
H -4.4997 -5.2966 -1.3492 0.2 0.2 0.2 0.322
H -3.7423 -6.4597 -2.4032 0.4 0.0 -0.1 0.352
H -3.8872 -4.7440 -2.9090 0.4 0.0 0.0 0.305
H -1.1942 -6.3170 0.6721 0.1 0.3 -0.3 0.301
H -2.4696 -7.2284 -0.1068 0.1 0.0 -0.4 0.347
H -2.8861 -5.9498 0.9766 -0.1 0.8 -0.4 0.331
C 2.7992 6.6354 1.7499 -0.5 0.2 0.4 -0.846
S 1.7728 5.7673 3.0002 -1.1 -0.1 -0.1 0.505
O 0.6849 5.1005 2.1646 0.8 0.5 0.7 -0.608
C 1.0182 7.2098 3.9041 0.1 0.7 -0.7 -0.918
H 2.9809 5.8734 0.9919 0.0 0.1 0.1 0.294
H 3.7394 7.0144 2.1503 -0.1 -0.1 0.2 0.386
H 2.2201 7.4597 1.3337 0.0 -0.1 -0.1 0.270
H 1.8389 7.8654 4.1951 0.1 0.0 -0.2 0.343
H 0.3887 7.1114 4.7885 0.4 -1.3 0.1 0.341
H 0.3393 7.7449 3.2401 0.3 0.0 -0.6 0.302
C 2.5678 -4.9424 -4.9376 0.2 0.3 1.1 -0.863
S 3.5501 -4.0404 -3.6133 -0.4 -0.9 -0.3 0.507
O 2.5641 -3.1356 -2.9521 -0.1 0.3 0.1 -0.591
C 3.8292 -5.3831 -2.4145 0.0 -0.2 -0.2 -0.848
H 1.7958 -5.5357 -4.4477 0.1 0.0 0.1 0.274
H 3.1914 -5.5770 -5.5673 0.1 0.3 0.1 0.362
H 2.0666 -4.1409 -5.4803 0.3 0.0 -0.1 0.301
H 4.4964 -5.0427 -1.6226 0.0 0.3 -0.2 0.314
H 4.3012 -6.2314 -2.9101 0.0 0.0 -0.1 0.353
H 2.8983 -5.7015 -1.9453 -0.2 0.1 -0.3 0.260
C -0.0841 7.5288 -3.3805 -1.1 -0.4 -0.6 -0.930
S -0.9458 5.9406 -2.8504 1.8 0.6 0.0 0.494
O 0.1765 4.9520 -2.5610 -1.1 0.6 0.1 -0.622
C -1.4846 6.6989 -1.3116 -0.1 1.0 1.1 -0.877
H -0.8411 8.3130 -3.3664 0.0 0.1 0.5 0.364
H 0.1660 7.4906 -4.4408 0.3 -0.5 0.1 0.325
H 0.7790 7.7758 -2.7624 -0.2 -0.3 0.1 0.308
H -2.2383 7.4740 -1.4504 -0.2 -0.2 -0.8 0.400
H -0.6788 7.2850 -0.8697 0.4 -0.4 0.0 0.241
H -1.9138 6.0740 -0.5285 0.3 -0.6 -0.4 0.326
C -0.9961 0.7865 -6.9306 0.6 -1.3 0.1 -0.865
S -2.2386 -0.1571 -5.9607 0.0 2.1 0.5 0.501
O -1.9077 0.2307 -4.5107 -0.6 -0.4 -1.7 -0.617
C -3.6520 0.8894 -6.6172 0.1 0.0 0.7 -0.905
H -0.8096 1.7168 -6.3942 -0.2 0.0 -0.3 0.276
H -1.1667 0.8405 -8.0058 -0.7 0.5 0.2 0.364
H -0.1034 0.1610 -6.9330 0.2 0.1 0.6 0.297
H -4.5878 0.6213 -6.1268 0.1 -0.5 -0.2 0.320
H -3.6974 0.7777 -7.7005 0.0 -0.4 0.1 0.345
H -3.5440 1.9551 -6.4158 0.6 0.0 0.2 0.310
C 3.1423 -5.0619 4.7528 -0.8 0.6 -0.9 -0.901
S 3.4984 -3.5829 3.6952 -0.7 -0.2 0.3 0.478
O 2.1766 -3.1004 3.1001 1.2 -0.4 0.8 -0.597
C 3.9280 -2.4635 5.0704 -0.4 0.0 -0.3 -0.860
H 2.7292 -5.8494 4.1225 0.2 0.1 -0.3 0.315
H 2.3060 -4.7263 5.3661 0.3 -0.1 0.5 0.287
H 4.0269 -5.4455 5.2612 -0.1 0.4 0.1 0.365
H 4.7982 -2.8128 5.6260 0.1 0.0 -0.4 0.371
H 3.1134 -2.3449 5.7849 -0.2 -0.1 -0.2 0.292
H 4.1072 -1.5127 4.5684 0.2 0.0 0.2 0.282
```
Positions in Å, forces in eV/Å.